No. 1
The following is a quantum chemistry calculation of C3H6ClNS in the gas phase, from the Open Molecules 2025 dataset.

Geometry (Å):
C1 -1.046917 -0.403511 -0.432075
N1 0.313327 -0.851697 -0.567005
C2 1.432385 -0.347321 -0.068389
S1 2.872823 -1.112754 -0.208123
C3 1.459412 1.111971 0.690891
Cl1 0.745969 2.406190 -0.287587
H1 -1.535187 -0.430907 -1.409648
H2 -1.594279 -1.063933 0.247377
H3 -1.074560 0.612476 -0.051871
H4 0.450144 -1.740239 -1.033993
H5 2.501853 1.345432 0.880138
H6 0.893874 1.027422 1.617581

Force components x, y, z for each atom (eV/Å):
C -0.38 0.06 0.11
N -0.02 -0.13 -0.09
C 0.67 2.23 0.92
S 0.35 -0.21 0.04
C -0.52 -2.39 -0.97
Cl 0.01 0.19 -0.12
H 0.01 0.09 0.12
H -0.02 0.10 -0.03
H -0.07 -0.04 -0.02
H 0.05 0.12 0.08
H -0.13 -0.11 -0.05
H 0.05 0.08 0.01

Calculated values
Kohn-Sham gap: 9.144 eV
total charge: 0
HOMO energy: -8.45 eV

Atomic partial charges in e from the Mulliken method, atoms 1 to 2: C -0.732; N -0.188

=====

No. 2
The following is a quantum chemistry calculation of C3H6ClO4P as an isolated structure, from the Open Molecules 2025 dataset.

Geometry (Å):
C1 -1.554175 0.409736 -1.615439
C2 -1.453196 -1.341982 0.100462
C3 -1.826243 -0.025314 -0.354578
O1 0.905335 1.991336 1.157907
O2 2.688110 0.882325 -0.543756
O3 1.687900 -0.105295 -0.504758
O4 2.698525 0.191265 1.830170
P1 1.767439 0.876089 0.738318
Cl1 -0.122668 -0.935572 1.383213
H1 -1.699300 1.458673 -1.738256
H2 -1.136670 -0.192370 -2.341160
H3 -1.042241 -1.908301 -0.636883
H4 -2.201481 -1.771982 0.711538
H5 -2.192115 0.595282 0.383909
H6 3.480774 -0.123885 1.429308

Force components x, y, z for each atom (eV/Å):
C 0.47 3.59 -4.08
C -1.15 3.31 1.02
C -1.02 -4.49 4.53
O 0.86 -1.30 -0.47
O 3.68 3.44 -1.26
O -3.19 -2.83 -0.23
O -2.08 1.13 0.98
P -0.36 0.68 1.18
Cl 0.50 -0.85 1.31
H 0.32 0.51 -0.78
H 0.69 -0.98 -1.49
H 1.17 -1.97 -1.75
H -0.46 -0.83 0.59
H -0.94 1.34 1.21
H 1.49 -0.76 -0.75

Calculated values
Kohn-Sham gap (alpha / beta): 6.730 / 7.882 eV
spin multiplicity: 3
total charge: 0
HOMO energy (alpha / beta): -6.15 / -10.65 eV

Atomic partial charges in e from the Mulliken method, atoms 1 to 2: C -0.998; C -0.444

=====

No. 3
The following is a quantum chemistry calculation of C3H6ClPS2 in the gas phase, from the Open Molecules 2025 dataset.

Geometry (Å):
C1 1.694542 1.113130 0.253804
C2 1.339764 -0.108463 0.027307
C3 0.262386 -0.774620 0.799049
P1 -1.423636 0.057096 -0.123130
S1 -1.325413 1.915696 -0.676709
S2 -2.031894 -1.487450 -1.469014
Cl1 -2.564756 -0.189680 1.440746
H1 2.000426 1.859016 -0.475803
H2 1.116647 1.601101 1.043729
H3 1.718593 -0.643024 -0.857514
H4 0.305462 -0.345343 1.847686
H5 0.184767 -1.788379 0.747784
H6 -1.276892 -1.209083 -2.557933

Force components x, y, z for each atom (eV/Å):
C -1.31 3.09 0.46
C 0.36 -2.98 -1.38
C -0.43 4.98 0.03
P 2.92 -0.13 -0.03
S -0.08 -1.04 -0.10
S -0.25 0.06 0.19
Cl -1.64 -0.52 1.04
H 1.04 -0.62 0.04
H 0.54 0.03 0.29
H -0.20 0.21 0.26
H -0.62 -0.70 -1.14
H -0.32 -2.76 -0.13
H -0.02 0.38 0.49

Calculated values
Kohn-Sham gap: 9.418 eV
total charge: 0
HOMO energy: -9.30 eV

Atomic partial charges in e from the Mulliken method, atoms 1 to 2: C -0.702; C -0.014

=====

Summary of molar mass in g/mol
123.61; 172.50; 172.64
(order as listed above)
Summary of ΔE to the lowest compared entry with this formula, charge and spin in kJ/mol
55.3; 240.7; 106.9
(order as listed above)